# 1
19
Properties=species:S:1:pos:R:3 method="wB97M-V/def2-TZVPD" multiplicity=1 total_charge=0 smiles=C[C@@H]1OCC[C@@H]1C de_lowest_ev=3.715 gap_ev=8.97
C -1.485 -1.168 0.337
C -0.202 -0.969 -0.459
O 0.852 -1.642 0.221
C 1.857 -0.707 0.538
C 1.110 0.744 0.595
C 0.250 0.506 -0.617
C -0.855 1.503 -0.901
H -1.432 -0.666 1.311
H -2.353 -0.780 -0.207
H -1.646 -2.235 0.523
H -0.318 -1.417 -1.457
H 1.646 -0.290 1.556
H 2.746 -1.185 0.941
H 0.434 0.911 1.489
H 1.808 1.577 0.583
H 0.977 0.531 -1.430
H -0.427 2.498 -1.055
H -1.361 1.213 -1.827
H -1.608 1.572 -0.108


# 2
19
Properties=species:S:1:pos:R:3 method="wB97M-V/def2-TZVPD" multiplicity=1 total_charge=0 de_lowest_ev=4.120 gap_ev="7.96 / 7.52"
C -0.871 -1.777 -0.002
C -0.634 -0.292 -0.297
C -1.377 0.672 0.680
C -0.277 1.589 1.162
O 0.893 1.037 0.808
C 0.808 0.113 -0.096
C 2.046 -0.555 -0.575
H -1.934 -2.021 -0.100
H -0.311 -2.419 -0.692
H -0.560 -2.022 1.020
H -0.941 -0.093 -1.332
H -1.837 0.104 1.507
H -2.189 1.209 0.178
H -0.232 2.093 2.119
H -0.024 2.465 -0.850
H 0.315 2.088 -1.419
H 2.197 -1.537 -0.101
H 2.012 -0.721 -1.659
H 2.917 0.067 -0.351


# 3
19
Properties=species:S:1:pos:R:3 method="wB97M-V/def2-TZVPD" multiplicity=1 total_charge=0 de_lowest_ev=5.137 gap_ev="8.46 / 7.97"
C 2.617 -1.106 0.317
C 1.014 1.493 -0.439
O 0.331 1.204 0.615
C -0.322 0.068 0.812
C -1.663 -0.075 1.382
C -1.348 -0.516 -0.066
C -1.955 0.301 -1.188
H 2.848 -2.091 0.733
H 3.273 -0.357 0.768
H 2.773 -1.123 -0.765
H 1.004 0.815 -1.286
H 1.645 2.367 -0.365
H 1.569 -0.878 0.560
H -2.318 0.791 1.485
H -1.818 -0.847 2.135
H -1.301 -1.590 -0.256
H -1.387 0.200 -2.121
H -2.983 -0.019 -1.385
H -1.978 1.367 -0.934


# 4
19
Properties=species:S:1:pos:R:3 method="wB97M-V/def2-TZVPD" multiplicity=1 total_charge=0 smiles=CC[C@H]1[C@H]2C[C@@H]12.O de_lowest_ev=2.360 gap_ev=10.43
C -0.221 -1.349 -1.709
C 0.833 -0.994 -0.660
C 0.213 -0.642 0.682
C 0.927 0.077 1.775
C 1.123 1.416 1.153
C -0.216 0.743 1.083
H -0.812 -2.217 -1.391
H -0.913 -0.515 -1.872
H 0.245 -1.602 -2.667
H 1.455 -0.167 -1.023
H 1.511 -1.844 -0.507
H -0.460 -1.425 1.045
H 0.975 -0.180 2.824
H 1.733 1.530 0.256
H 1.204 2.258 1.840
H -1.135 1.058 1.560
O -2.260 1.489 -1.124
H -1.385 1.418 -0.713
H -2.817 0.946 -0.551


# 5
19
Properties=species:S:1:pos:R:3 method="wB97M-V/def2-TZVPD" multiplicity=1 total_charge=0 smiles=CC1(O)CCCC1 de_lowest_ev=0.613 gap_ev=10.96
C 1.928 -0.759 -0.481
C 0.621 -0.220 0.039
O 0.827 -0.119 1.501
C 0.091 1.112 -0.537
C -1.134 1.185 0.375
C -1.838 -0.136 0.029
C -0.634 -1.117 -0.107
H 2.701 -0.011 -0.274
H 1.936 -0.990 -1.549
H 2.157 -1.658 0.097
H 1.365 0.652 1.758
H 0.804 1.942 -0.482
H -0.196 1.016 -1.604
H -0.696 1.032 1.368
H -1.724 2.099 0.370
H -2.396 -0.056 -0.916
H -2.551 -0.456 0.794
H -0.645 -1.652 -1.067
H -0.619 -1.865 0.688


# 6
19
Properties=species:S:1:pos:R:3 method="wB97M-V/def2-TZVPD" multiplicity=1 total_charge=0 smiles=CO[C@H](C)C1CC1 de_lowest_ev=1.760 gap_ev=10.91
C -1.021 -1.865 0.327
O 0.056 -1.082 0.774
C 0.805 -0.350 -0.189
C 2.178 -0.061 0.413
C 0.156 0.990 -0.540
C -1.294 1.061 -0.916
C -0.849 1.455 0.472
H -0.727 -2.601 -0.439
H -1.851 -1.267 -0.064
H -1.403 -2.390 1.206
H 0.923 -0.984 -1.084
H 2.782 0.475 -0.326
H 2.710 -0.972 0.696
H 2.093 0.584 1.296
H 0.831 1.718 -0.999
H -1.845 0.146 -1.131
H -1.582 1.892 -1.547
H -1.032 0.758 1.273
H -0.931 2.492 0.778


# 7
19
Properties=species:S:1:pos:R:3 method="wB97M-V/def2-TZVPD" multiplicity=1 total_charge=0 smiles=C[C@@H]1C[C@@H]1[C@@H](C)O de_lowest_ev=1.178 gap_ev=10.97
C -2.056 -0.785 0.377
C -1.413 0.556 0.092
C -0.911 0.892 -1.279
C 0.073 0.734 -0.144
C 1.065 -0.427 -0.095
C 2.500 0.063 0.111
O 0.758 -1.379 0.920
H -1.584 -1.592 -0.191
H -3.121 -0.751 0.119
H -1.977 -1.050 1.437
H -1.877 1.387 0.621
H -0.938 0.094 -2.017
H -1.090 1.882 -1.691
H 0.477 1.672 0.239
H 1.008 -0.993 -1.031
H 2.737 0.947 -0.490
H 3.218 -0.727 -0.125
H 2.643 0.324 1.166
H 0.545 -0.873 1.716


# 8
19
Properties=species:S:1:pos:R:3 method="wB97M-V/def2-TZVPD" multiplicity=1 total_charge=0 smiles="CC(C)CCC=O" de_lowest_ev=1.404 gap_ev=10.73
C 1.973 -0.217 1.015
C 0.619 -0.635 0.311
C 1.048 -1.529 -0.924
C -0.226 0.571 -0.174
C -1.630 0.725 0.370
C -2.557 1.464 -0.597
O -2.263 2.564 -0.987
H 1.837 0.251 1.986
H 2.502 0.263 0.208
H 2.363 -1.205 1.283
H -0.045 -1.201 0.966
H 0.948 -2.569 -0.592
H 0.405 -1.295 -1.758
H 2.116 -1.429 -1.085
H -0.226 0.775 -1.248
H 0.388 1.421 0.158
H -2.101 -0.225 0.668
H -1.641 1.289 1.306
H -3.508 0.984 -0.905